Record 1
C8H17NO in the gas phase at a distorted geometry, computed with ωB97M-V/def2-TZVPD.

Cartesian coordinates (Å):
C  -2.264  -0.554  -2.373
N  -1.325  0.416  -1.825
C  0.006  -0.186  -1.625
C  -0.240  -0.355  -0.103
O  -0.515  -1.714  0.280
C  0.936  0.218  0.956
C  2.169  -0.672  0.752
C  0.417  0.072  2.391
C  1.325  1.678  0.703
C  -1.440  0.569  -0.217
H  -2.269  -1.525  -1.862
H  -2.028  -0.755  -3.427
H  -3.280  -0.149  -2.341
H  0.196  -1.127  -2.156
H  0.810  0.509  -1.885
H  -1.462  -1.865  0.140
H  2.558  -0.586  -0.267
H  2.974  -0.394  1.444
H  1.940  -1.728  0.928
H  1.179  0.371  3.121
H  -0.469  0.693  2.562
H  0.147  -0.964  2.623
H  1.679  1.841  -0.318
H  2.138  1.983  1.376
H  0.496  2.366  0.888
H  -1.310  1.631  -0.011
H  -2.368  0.226  0.249

As for the energy above the lowest of the compared OMol25 structures with the same formula, charge and spin: 57.77 kcal/mol. Its spin multiplicity is 1. Its SMILES is CN1CC(O)(C(C)(C)C)C1. Its net charge is 0. As for the HOMO energy: -8.515 eV. Its total energy is -12107.86485 eV.

=====

Record 2
10 unconnected molecules or ions with the total composition C39H66FN9O3 at a distorted geometry, computed with ωB97M-V/def2-TZVPD.

Cartesian coordinates (Å):
O  1.585  -0.398  -1.666
C  1.049  -0.446  -0.566
O  1.289  -1.391  0.369
C  0.636  -0.972  1.569
C  -0.518  -0.165  0.971
F  -1.065  0.691  1.836
O  0.132  0.460  -0.152
H  0.450  -1.819  2.230
H  1.177  -0.166  2.064
H  -1.329  -0.792  0.599
C  5.034  2.365  0.318
C  4.323  1.077  -0.030
C  3.803  0.313  1.214
C  2.741  0.932  1.979
N  1.951  1.478  2.561
H  5.825  2.590  -0.398
H  5.405  2.410  1.341
H  4.444  3.279  0.243
H  4.975  0.438  -0.625
H  3.539  1.280  -0.759
H  4.562  0.159  1.980
H  3.523  -0.694  0.906
C  -2.660  -0.864  -3.916
C  -1.212  -0.492  -3.418
C  -1.202  -0.080  -1.972
C  -1.934  -0.948  -1.061
N  -2.503  -1.624  -0.341
H  -3.201  -1.642  -3.378
H  -2.855  -1.111  -4.960
H  -3.228  0.059  -3.796
H  -0.681  0.212  -4.059
H  -0.676  -1.433  -3.540
H  -1.659  0.898  -1.820
H  -0.173  0.013  -1.624
C  3.223  -0.459  -5.396
C  2.270  -0.280  -4.192
C  1.416  -1.485  -3.810
C  0.610  -1.929  -4.991
N  0.038  -2.273  -5.928
H  4.130  -0.857  -4.941
H  3.511  0.413  -5.982
H  2.784  -1.223  -6.038
H  1.675  0.626  -4.307
H  2.743  -0.049  -3.238
H  0.846  -1.238  -2.915
H  1.976  -2.361  -3.484
C  -4.646  -1.613  3.890
C  -3.605  -2.101  4.899
C  -2.441  -2.941  4.243
C  -1.694  -2.270  3.172
N  -1.101  -1.749  2.312
H  -4.237  -0.884  3.191
H  -5.567  -1.296  4.380
H  -4.888  -2.497  3.300
H  -3.999  -2.680  5.735
H  -3.118  -1.303  5.459
H  -2.976  -3.732  3.717
H  -1.798  -3.456  4.957
C  0.716  3.176  -0.530
C  0.137  3.169  0.918
C  -1.432  3.383  0.998
C  -2.192  2.584  0.000
N  -2.693  1.953  -0.817
H  1.722  2.770  -0.426
H  0.738  4.185  -0.941
H  0.165  2.450  -1.128
H  0.679  3.895  1.524
H  0.394  2.229  1.405
H  -1.567  4.433  0.736
H  -2.016  3.158  1.890
C  -5.474  -0.153  1.488
C  -4.354  -0.038  0.413
C  -2.902  0.282  0.936
C  -2.862  1.312  1.995
N  -2.876  2.125  2.826
H  -5.648  0.814  1.960
H  -5.158  -0.803  2.304
H  -6.385  -0.557  1.047
H  -4.786  0.746  -0.209
H  -4.231  -0.946  -0.178
H  -2.394  0.609  0.029
H  -2.391  -0.536  1.444
C  2.813  4.191  -2.211
C  3.407  2.751  -2.224
C  2.438  1.581  -1.931
C  1.168  1.470  -2.647
N  0.152  1.363  -3.152
H  3.479  5.018  -2.457
H  2.296  4.385  -1.272
H  2.010  4.280  -2.943
H  4.220  2.742  -1.498
H  3.816  2.622  -3.226
H  2.161  1.611  -0.877
H  2.927  0.611  -2.016
C  -0.096  -2.718  -1.276
C  0.503  -4.106  -1.294
C  0.970  -4.578  -2.690
C  1.725  -5.848  -2.499
N  2.327  -6.855  -2.480
H  0.422  -1.897  -1.773
H  -0.156  -2.419  -0.229
H  -1.089  -2.643  -1.718
H  -0.282  -4.765  -0.926
H  1.290  -4.191  -0.544
H  1.621  -3.816  -3.119
H  0.159  -4.789  -3.387
C  0.448  2.109  5.161
C  -0.174  1.341  4.006
C  0.001  -0.214  4.040
C  -0.793  -0.918  5.088
N  -1.343  -1.624  5.845
H  1.479  1.766  5.250
H  -0.109  1.991  6.091
H  0.390  3.177  4.955
H  0.370  1.600  3.098
H  -1.188  1.651  3.751
H  1.056  -0.438  4.192
H  -0.309  -0.656  3.093

Its spin multiplicity is 1. Its SMILES is O=C1OC[C@@H](F)O1.CCCC#N.CCCC#N.CCCC#N.CCCC#N.CCCC#N.CCCC#N.CCCC#N.CCCC#N.CCCC#N. Its net charge is 0. As for the HOMO energy: -9.832 eV. Its total energy is -63756.03144 eV.

=====

Record 3
2 unconnected molecules or ions with the total composition C5H9N, computed with ωB97M-V/def2-TZVPD.

Cartesian coordinates (Å):
C  0.568  1.680  -0.325
N  0.199  1.576  0.867
C  0.462  2.970  0.321
H  0.756  1.031  -1.174
H  -0.403  3.620  0.169
H  1.358  3.463  0.691
C  0.849  -2.116  -0.595
C  0.063  -1.557  0.323
C  -1.389  -1.227  0.130
H  1.896  -2.343  -0.400
H  0.466  -2.382  -1.579
H  0.481  -1.297  1.295
H  -1.716  -1.457  -0.890
H  -2.014  -1.794  0.829
H  -1.576  -0.167  0.338

As for the energy above the lowest of the compared OMol25 structures with the same formula, charge and spin: 69.42 kcal/mol. Its spin multiplicity is 1. Its SMILES is C1=NC1.C=CC. Its net charge is 0. As for the HOMO energy: -9.564 eV. Its total energy is -6817.98447 eV.

=====

> Number 3 is which compound?

C5H9N